{"formula": "C78H101N9O52", "method": "the ωB97M-V functional and the def2-TZVPD basis", "lumo_ev": -2.10, "gap_ev": 6.60, "symbols": ["C", "N", "C", "C", "C", "C", "O", "H", "H", "H", "H", "H", "H", "H", "H", "H", "H", "H", "H", "H", "H", "C", "C", "O", "O", "H", "H", "H", "C", "N", "O", "O", "H", "H", "H", "C", "N", "O", "O", "H", "H", "H", "C", "N", "O", "O", "H", "H", "H", "C", "N", "O", "O", "H", "H", "H", "C", "N", "O", "O", "H", "H", "H", "C", "C", "C", "O", "C", "N", "H", "H", "H", "H", "H", "H", "H", "H", "H", "H", "H", "C", "C", "C", "O", "C", "N", "H", "H", "H", "H", "H", "H", "H", "H", "H", "H", "H", "C", "C", "C", "O", "C", "N", "H", "H", "H", "H", "H", "H", "H", "H", "H", "H", "H", "C", "C", "C", "O", "C", "C", "C", "O", "O", "O", "H", "H", "H", "H", "C", "C", "C", "O", "C", "C", "C", "O", "O", "O", "H", "H", "H", "H", "C", "C", "C", "O", "C", "C", "C", "O", "O", "O", "H", "H", "H", "H", "C", "C", "C", "O", "C", "C", "C", "O", "O", "O", "H", "H", "H", "H", "C", "C", "C", "O", "C", "C", "C", "O", "O", "O", "H", "H", "H", "H", "C", "C", "C", "O", "C", "C", "C", "O", "O", "O", "H", "H", "H", "H", "C", "C", "C", "O", "C", "C", "C", "O", "O", "O", "H", "H", "H", "H", "C", "C", "C", "O", "C", "C", "C", "O", "O", "O", "H", "H", "H", "H", "C", "C", "C", "O", "C", "C", "C", "O", "O", "O", "H", "H", "H", "H"], "xyz": [[-0.579281, 1.596261, 1.006202], [-0.662339, 0.102635, 0.576708], [-0.792320, -0.747951, 1.865289], [-2.030058, -0.038932, -0.152447], [0.558125, -0.294611, -0.268722], [0.559404, 0.221999, -1.686910], [0.634044, 1.674393, -1.796061], [-1.483902, 1.690929, 1.606867], [-0.664508, 2.198626, 0.101778], [0.385269, 1.733835, 1.494891], [-1.707792, -0.576024, 2.431373], [0.045632, -0.568919, 2.538990], [-0.655812, -1.783304, 1.553021], [-2.880463, 0.165200, 0.498145], [-2.094516, -1.076904, -0.478894], [-1.945260, 0.657205, -0.986892], [0.489700, -1.382379, -0.282138], [1.466235, 0.006636, 0.253458], [-0.169796, -0.241687, -2.351260], [1.514435, -0.162828, -2.044564], [-0.174683, 1.959417, -2.227721], [3.214341, -3.088645, 0.184075], [3.156937, -2.591442, 1.617595], [3.923259, -1.663594, 1.976353], [2.299389, -3.114100, 2.350206], [2.201321, -3.339998, -0.130119], [3.794342, -4.011179, 0.159364], [3.761952, -2.489862, -0.543715], [-5.675214, -3.706540, 2.328358], [-5.588524, -2.229414, 2.290974], [-4.750405, -1.682276, 1.606754], [-6.223111, -1.567490, 3.139699], [-4.638843, -4.031879, 2.237814], [-6.292344, -3.961112, 1.466710], [-5.969462, -4.028679, 3.327226], [-2.075887, -5.864607, -0.246328], [-2.608762, -4.597403, -0.729989], [-3.383176, -4.597152, -1.702326], [-2.237273, -3.628380, -0.040963], [-0.993463, -5.777986, -0.151739], [-2.409858, -6.628731, -0.948251], [-2.333112, -6.047471, 0.796987], [-7.007891, 1.330133, -4.657836], [-5.569810, 1.578670, -4.478307], [-5.018657, 1.565568, -5.537148], [-5.069148, 1.907799, -3.474854], [-7.219802, 0.277716, -4.846574], [-7.407767, 1.857737, -5.523765], [-7.407955, 1.905366, -3.822879], [-5.980347, 2.109395, 3.623587], [-4.857976, 2.600701, 2.765324], [-4.665548, 3.806825, 2.708581], [-4.167555, 1.748338, 2.223319], [-5.890787, 1.023385, 3.649184], [-6.917746, 2.234627, 3.081641], [-5.931641, 2.460490, 4.654334], [-4.198556, 4.844264, -0.452925], [-4.577719, 3.444409, -0.642796], [-5.823693, 3.240954, -0.685929], [-3.693776, 2.593482, -0.698615], [-4.204070, 5.370227, -1.407619], [-3.181368, 4.864713, -0.061769], [-4.881084, 5.262579, 0.286853], [-0.889672, 2.916433, -5.124657], [-1.189714, 3.790896, -3.875038], [-2.140986, 4.905436, -4.181176], [-2.476322, 5.561176, -2.956607], [-1.597304, 6.518545, -2.479384], [-1.476128, 3.036125, -2.650868], [-0.348222, 1.993650, -4.916315], [-0.270975, 3.504625, -5.802402], [-1.733324, 2.596043, -5.735981], [-0.311007, 4.368031, -3.587106], [-3.122321, 4.482403, -4.395920], [-1.808392, 5.505596, -5.028101], [-1.802732, 6.833290, -1.456231], [-1.693352, 7.392866, -3.123164], [-0.541562, 6.269197, -2.585878], [-2.315220, 2.506035, -2.838001], [-1.904832, 3.709792, -2.032417], [-4.039983, -3.829347, -5.317216], [-5.185876, -3.587238, -4.337584], [-4.935846, -2.449329, -3.344815], [-6.015421, -1.975647, -2.508865], [-5.373691, -1.103526, -1.531058], [-6.367878, -3.420746, -5.171613], [-4.143477, -4.828751, -5.739796], [-3.131593, -3.928655, -4.723021], [-3.856559, -3.040764, -6.047007], [-5.419795, -4.515350, -3.816064], [-4.683612, -1.674893, -4.069201], [-3.999516, -2.434455, -2.786992], [-6.217669, -0.669350, -0.995074], [-4.709115, -0.302097, -1.853794], [-4.865541, -1.799450, -0.863551], [-7.031763, -2.890699, -4.625344], [-6.758945, -4.351262, -5.135583], [0.344201, 7.907037, 2.472082], [0.171146, 7.858945, 0.991501], [0.177534, 9.292086, 0.324934], [-0.127443, 9.298663, -1.099405], [-1.385571, 9.939691, -1.447293], [1.138316, 6.972870, 0.421737], [1.232122, 8.400662, 2.867089], [0.138181, 6.959665, 2.970220], [-0.416202, 8.591830, 2.847509], [-0.768471, 7.355118, 0.764844], [1.130687, 9.818671, 0.372931], [-0.555063, 9.872285, 0.885992], [-2.225796, 9.250457, -1.363048], [-1.266076, 10.241704, -2.487774], [-1.541980, 10.903541, -0.962905], [1.039134, 6.083013, 0.889075], [0.820914, 6.804037, -0.522106], [-3.425415, -1.945899, 8.064911], [-3.769596, -1.207702, 6.949476], [-3.933408, 0.260818, 6.982800], [-4.060032, 0.953655, 5.927195], [-3.860952, 0.792513, 8.296821], [-3.534683, 0.039558, 9.388486], [-3.214900, -1.402195, 9.386952], [-2.897528, -2.123938, 10.313887], [-3.314998, 0.683277, 10.548452], [-3.967754, -1.755460, 5.690677], [-3.205572, -2.996116, 7.941915], [-4.060058, 1.839204, 8.473434], [-3.273666, 0.011646, 11.233142], [-4.276479, -0.986829, 5.205397], [2.014523, -2.745721, 7.648199], [0.789830, -2.423003, 7.209400], [0.494124, -1.701593, 5.999487], [-0.547003, -1.248950, 5.620544], [1.680855, -1.568217, 5.137865], [2.924195, -2.025226, 5.476620], [3.238979, -2.552225, 6.859957], [4.356257, -2.988309, 7.096361], [4.050944, -2.103216, 4.652238], [-0.342924, -2.812914, 7.910704], [2.100340, -3.380817, 8.517509], [1.604508, -1.264992, 4.104121], [3.800516, -1.896069, 3.748922], [-0.062663, -3.074597, 8.790798], [4.471634, 3.541790, -4.242961], [5.140672, 4.632369, -3.941156], [4.786891, 5.705825, -3.095196], [5.352614, 6.742240, -2.844157], [3.442898, 5.567319, -2.588391], [2.738686, 4.411796, -2.799283], [3.171281, 3.234683, -3.608563], [2.599245, 2.145675, -3.798752], [1.522245, 4.231286, -2.302728], [6.418172, 4.786566, -4.280980], [5.021964, 2.896071, -4.911232], [3.012697, 6.468164, -2.176322], [1.297110, 3.299401, -2.252686], [6.525743, 5.731500, -4.411848], [4.793122, 2.927115, 3.818899], [4.138179, 1.797314, 3.484528], [2.727631, 1.583170, 3.478817], [2.037347, 0.754147, 2.851060], [2.084035, 2.729626, 4.263664], [2.677579, 3.858069, 4.659058], [4.117185, 4.082884, 4.390421], [4.713888, 5.112547, 4.678361], [1.997666, 4.822140, 5.276727], [4.807432, 0.770900, 3.050130], [5.868732, 2.886545, 3.730500], [1.041487, 2.562289, 4.490570], [2.680254, 5.355350, 5.690675], [4.151531, 0.126935, 2.773191], [6.451373, -1.031644, -3.951114], [6.633357, -2.149098, -3.263829], [5.535485, -2.923004, -2.741393], [5.671965, -4.013684, -2.193031], [4.168277, -2.370870, -3.007566], [3.981602, -1.236579, -3.801469], [5.138491, -0.499453, -4.425261], [4.967921, 0.372835, -5.306499], [2.779187, -0.738614, -4.051314], [7.868041, -2.694701, -3.041518], [7.276253, -0.426392, -4.296997], [3.289534, -2.890794, -2.655570], [2.787882, 0.149755, -4.415087], [7.696534, -3.519986, -2.582093], [-0.337925, -2.313243, -4.680168], [0.648181, -2.892431, -5.412761], [1.007271, -2.341566, -6.772742], [1.926924, -2.759813, -7.432800], [0.091083, -1.269917, -7.249756], [-0.903375, -0.679999, -6.549283], [-1.221782, -1.164023, -5.152371], [-2.159330, -0.668434, -4.483739], [-1.609313, 0.371565, -7.120821], [1.431847, -3.791216, -4.842208], [-0.388760, -2.672075, -3.662791], [0.421428, -0.939581, -8.223477], [-2.438089, 0.536816, -6.665388], [2.046206, -4.068381, -5.525824], [2.008642, -7.023293, -2.586654], [2.045284, -7.155486, -1.238295], [2.736099, -8.316748, -0.620194], [2.821033, -8.581278, 0.593403], [3.462459, -9.157009, -1.557174], [3.480482, -8.944517, -2.843903], [2.620810, -8.014167, -3.499370], [2.411266, -8.023559, -4.708131], [4.350641, -9.750021, -3.643745], [1.509229, -6.255680, -0.328810], [1.498903, -6.191240, -3.049518], [4.209519, -9.875105, -1.252788], [4.036532, -9.605756, -4.539358], [1.621262, -6.626025, 0.549763], [-2.013126, -4.850397, 3.768898], [-0.635444, -4.760312, 3.589001], [0.312915, -5.080252, 4.723761], [1.535719, -5.063922, 4.654646], [-0.379687, -5.341691, 6.008861], [-1.727350, -5.371670, 6.199736], [-2.646122, -5.207825, 5.032569], [-3.899441, -5.199304, 5.115887], [-2.251399, -5.645458, 7.393161], [-0.030794, -4.453444, 2.439839], [-2.521694, -4.327604, 2.972370], [0.153687, -5.628477, 6.903102], [-3.202179, -5.739840, 7.299864], [0.890976, -4.301240, 2.660726], [7.760636, -0.208498, -0.912801], [6.571437, -0.350988, -0.337278], [5.481696, 0.689354, -0.197869], [4.260918, 0.602829, 0.099745], [6.092616, 2.031801, -0.479441], [7.343013, 2.199122, -1.005427], [8.323490, 1.015681, -1.306464], [9.451739, 1.162108, -1.811755], [7.880047, 3.440737, -1.140712], [6.168587, -1.536548, 0.226580], [8.372558, -1.092338, -1.016613], [5.466576, 2.892874, -0.297695], [8.834114, 3.358353, -1.208243], [5.330107, -1.380923, 0.667413]], "forces_ev_per_angstrom": [[-0.38, -1.54, -0.71], [-1.45, 1.07, 1.41], [1.43, -0.18, -0.70], [1.84, -0.35, -0.27], [-1.55, -0.15, 0.58], [1.47, 0.84, -0.15], [0.40, -2.21, 0.79], [0.39, 0.53, 0.35], [0.11, -0.07, 0.18], [-0.36, 0.09, 0.21], [-0.13, 0.18, -0.58], [0.07, 0.43, -0.24], [-0.50, -0.10, 0.02], [0.40, 0.31, 0.16], [-0.04, 0.04, -0.17], [-0.50, -0.18, 0.00], [0.32, -0.11, -0.16], [-0.16, 0.09, 0.23], [-0.47, 0.36, 0.18], [0.13, 0.00, -0.24], [-1.09, 0.76, -0.25], [0.46, -0.54, -0.16], [-0.66, 0.05, -0.49], [0.79, 0.46, 0.07], [-0.32, -0.22, 0.29], [0.06, 0.07, -0.22], [-0.13, -0.33, 0.23], [-0.40, 0.55, 0.33], [0.62, 0.13, -0.08], [0.46, 2.56, 2.76], [-0.16, -0.80, -0.77], [0.01, -1.44, -1.19], [-0.19, -0.10, -0.52], [0.00, -0.48, 0.34], [-0.64, 0.19, -0.37], [0.57, -1.08, -0.12], [-0.56, 1.17, 0.48], [1.63, 0.40, 1.91], [-1.05, -0.67, -1.72], [0.08, 0.09, -0.63], [0.20, -0.08, 0.37], [-0.74, 0.16, -0.18], [-1.33, 0.98, 0.99], [-1.63, -0.01, -3.24], [2.22, -0.43, -2.29], [0.86, 0.47, 3.45], [0.07, 0.05, 0.87], [0.81, 0.04, -0.25], [-0.78, -1.16, 0.44], [-0.27, -1.54, -0.33], [0.46, -0.10, 0.63], [-0.15, -0.63, -0.25], [-0.38, 0.74, 0.10], [0.37, 0.06, 0.04], [0.07, 0.81, 0.23], [0.02, 0.57, -0.49], [0.66, 0.66, 0.53], [-2.18, -1.05, 0.11], [3.06, -0.11, -0.03], [-1.28, 0.74, -0.14], [-0.27, -0.20, 0.02], [-0.09, -0.09, -0.03], [0.02, 0.00, -0.31], [0.19, 0.43, 0.22], [1.66, -0.09, -0.62], [-2.00, -1.04, 0.82], [-0.41, -0.21, 0.08], [0.94, 1.42, -0.91], [-1.31, -0.01, -0.88], [0.19, 0.15, 0.39], [0.14, -0.02, -0.03], [-0.49, 0.29, 0.43], [0.62, -0.43, -0.41], [-0.07, -0.12, -0.72], [0.11, 0.48, 0.29], [-0.21, -0.37, 0.02], [-0.06, 0.51, 0.12], [0.16, -0.50, 0.34], [-0.33, -0.84, -0.26], [0.43, 0.37, 0.67], [1.06, -0.39, 1.61], [-0.05, -0.94, 0.61], [0.18, 1.36, -1.66], [1.60, 0.21, -0.70], [-1.63, -1.25, 0.65], [-0.97, 0.60, 0.23], [-0.27, 0.29, -0.54], [0.41, 0.11, 0.06], [-0.48, -0.10, -0.06], [0.88, -0.21, 0.62], [-0.24, 0.98, -0.15], [-0.10, -1.14, 0.21], [0.19, 0.21, 0.13], [-0.07, -0.16, -0.71], [0.38, 0.39, 0.22], [-0.40, 0.35, 0.02], [-0.49, -0.04, -0.69], [-0.96, 1.35, 1.13], [-0.01, 0.72, -0.89], [-0.30, -0.82, -0.29], [-1.10, 0.21, 0.89], [1.38, -0.22, -0.59], [1.07, -0.25, -0.86], [0.54, -0.53, -0.46], [0.36, -0.11, -0.13], [-0.45, -0.06, 0.19], [-0.98, 0.75, 0.25], [0.25, -0.41, 0.46], [-0.16, 0.19, -0.13], [-0.11, 0.16, 0.25], [-0.10, -0.39, -0.21], [-0.04, -0.25, 0.69], [0.24, -0.26, 0.09], [0.36, -0.18, -0.44], [-0.18, 0.03, -2.61], [0.29, -2.40, -0.58], [0.01, 1.71, -2.08], [0.00, -2.20, 2.60], [0.02, 0.13, 1.74], [0.56, 2.31, 0.52], [-0.72, -1.34, -2.01], [0.02, 1.31, 0.55], [-0.57, -0.07, -0.33], [0.42, 0.35, 2.57], [-0.12, -0.11, -0.04], [0.14, 0.11, -0.13], [0.29, -0.30, 0.51], [-0.10, 0.42, -0.92], [0.11, -0.26, 0.28], [-1.19, -1.43, 2.86], [2.89, 0.82, -2.58], [-2.08, 0.17, 0.41], [1.84, -0.72, -0.22], [1.70, 0.27, -1.34], [0.55, -0.90, -1.44], [-1.52, 0.70, 0.63], [-2.37, 0.28, 2.95], [0.77, 0.74, -0.64], [0.09, 0.10, 0.31], [-0.57, 0.20, 0.03], [-0.18, 0.14, -1.36], [-0.06, -0.22, 0.24], [-0.50, -1.12, -0.24], [3.02, -0.39, -0.47], [-4.54, 1.75, 1.94], [1.90, 0.14, -0.73], [-1.47, -1.51, -0.36], [-0.85, 0.41, 1.11], [2.23, -1.35, -1.86], [0.36, 2.58, 0.86], [-0.50, 1.47, 0.64], [0.88, -0.73, -1.67], [-0.45, -0.61, 0.02], [-0.23, -0.28, 0.53], [-0.08, -1.09, -0.09], [0.69, 0.51, 0.33], [-0.40, -0.16, 0.18], [2.30, -0.30, -0.63], [-4.56, 2.62, 0.41], [2.34, 1.40, 1.50], [-0.90, -1.72, -0.61], [-0.53, -0.58, -0.37], [1.67, -0.32, -0.24], [-1.03, -0.30, 0.17], [-0.01, -0.07, 0.22], [1.24, -0.63, -0.29], [0.04, 0.35, -0.03], [-0.22, 0.18, 0.00], [0.20, 0.84, 0.16], [-0.12, -1.42, -0.71], [-0.08, 2.02, -1.33], [2.33, -0.47, -0.05], [-3.45, -1.29, 0.13], [0.58, 1.06, -0.37], [0.26, 1.93, -1.63], [0.32, -1.11, 1.21], [0.26, 0.15, -0.83], [0.50, -2.08, 2.51], [-0.75, -1.10, 0.34], [-0.95, 1.21, -0.42], [0.38, -0.26, -0.07], [0.13, -0.13, 0.13], [0.51, 0.71, -0.30], [-0.05, -0.61, 0.42], [-0.20, 0.68, -0.60], [-0.89, 1.79, 0.66], [-1.60, 0.29, 0.42], [0.18, -0.20, 0.35], [0.57, 0.28, 0.05], [-0.24, 0.62, -0.96], [-1.03, -0.40, 1.28], [2.47, -1.10, -1.62], [1.25, -1.56, 0.50], [0.08, -0.43, -0.18], [-0.55, 0.17, 0.18], [-0.48, 0.31, -0.21], [-0.28, -0.11, 0.62], [0.65, -0.37, -0.28], [-0.48, 0.30, 0.82], [-0.66, 1.17, 0.84], [1.31, -1.63, 1.80], [-1.01, 1.48, -2.08], [0.97, -0.32, 0.81], [2.58, -3.02, -2.25], [-1.45, 1.73, -0.99], [0.41, -0.07, 0.92], [-1.83, 1.65, 1.56], [0.24, -0.82, -2.08], [-0.08, 0.08, -0.02], [-0.34, -0.20, 0.76], [0.02, 0.05, -0.61], [0.29, -0.26, 0.54], [2.84, 0.78, -0.72], [-0.89, -0.77, 0.02], [0.19, -0.11, 1.78], [-1.60, 0.00, -0.68], [-1.19, -0.43, 0.57], [1.10, -0.45, -1.04], [-2.20, 1.52, -0.99], [2.55, -0.54, 0.65], [0.25, 0.04, 0.15], [-1.97, -0.26, 0.75], [-0.79, -0.48, -0.04], [0.68, 0.24, -0.16], [-0.56, 0.05, -0.15], [1.73, 0.65, -0.37], [0.55, -1.71, 0.11], [-2.99, -2.56, 1.96], [-0.97, 3.26, -0.47], [3.79, -0.87, -0.89], [0.25, -0.43, -0.70], [0.67, 0.40, 0.79], [0.54, 1.75, -0.92], [-2.33, 0.35, 1.14], [-1.03, -0.71, 0.08], [1.90, 1.06, -1.66], [0.10, -0.10, 0.10], [0.03, 0.16, 0.08], [0.44, -0.20, -0.40], [-1.30, -0.18, 0.91]], "lowdin_charge": [0.049, -0.269, 0.034, 0.023, -0.066, -0.170, -0.111, 0.091, 0.082, 0.086, 0.107, 0.074, 0.087, 0.082, 0.087, 0.077, 0.129, 0.130, 0.114, 0.108, 0.001, 0.004, -0.665, -0.061, -0.016, 0.071, 0.089, 0.039, 0.066, -0.401, 0.047, 0.032, 0.075, 0.111, 0.102, 0.038, -0.389, 0.071, 0.031, 0.084, 0.105, 0.100, 0.053, -0.479, 0.058, 0.088, 0.107, 0.099, 0.102, 0.043, -0.404, 0.055, 0.044, 0.066, 0.105, 0.096, 0.027, -0.383, 0.036, 0.030, 0.096, 0.099, 0.100, -0.012, -0.397, -0.162, -0.222, -0.110, 0.086, 0.068, 0.086, 0.065, 0.104, 0.131, 0.141, 0.078, 0.093, 0.085, 0.078, 0.066, -0.060, -0.447, -0.211, -0.179, -0.087, 0.033, 0.079, 0.060, 0.080, 0.124, 0.104, 0.096, 0.093, 0.076, 0.062, 0.058, 0.071, -0.072, -0.468, -0.144, -0.208, -0.099, 0.045, 0.088, 0.081, 0.074, 0.121, 0.127, 0.109, 0.073, 0.083, 0.083, 0.072, 0.046, 0.073, -0.165, -0.291, 0.067, 0.071, -0.199, -0.339, 0.126, 0.114, 0.084, 0.119, 0.138, 0.113, 0.076, 0.076, -0.219, -0.367, 0.133, 0.059, -0.162, -0.299, 0.133, 0.085, 0.062, 0.132, 0.090, 0.030, 0.112, 0.094, -0.286, -0.372, 0.151, 0.095, -0.202, -0.234, 0.093, 0.072, 0.119, 0.128, 0.132, 0.055, 0.116, 0.091, -0.280, -0.242, 0.075, 0.095, -0.264, -0.322, 0.111, 0.112, 0.136, 0.141, 0.127, 0.111, 0.058, 0.081, -0.257, -0.326, 0.111, 0.086, -0.208, -0.249, 0.091, 0.084, 0.102, 0.139, 0.110, 0.083, 0.105, 0.071, -0.257, -0.313, 0.137, 0.085, -0.190, -0.266, 0.055, 0.067, 0.107, 0.122, 0.132, 0.091, 0.119, 0.099, -0.180, -0.282, 0.114, 0.067, -0.207, -0.328, 0.120, 0.070, 0.069, 0.123, 0.149, 0.090, 0.102, 0.063, -0.194, -0.285, 0.140, 0.073, -0.246, -0.295, 0.056, 0.107, 0.090, 0.101, 0.134, 0.113, 0.054, 0.019, -0.180, -0.249, 0.077, 0.069, -0.180, -0.302, 0.090, 0.086, 0.102, 0.140, 0.122, 0.108, 0.047]}